# 1
{
  "formula": "C38H44HfOP2",
  "method": "ωB97M-V/def2-TZVPD",
  "elements": ["Hf", "C", "C", "C", "C", "C", "C", "C", "C", "C", "H", "H", "H", "H", "H", "H", "H", "H", "H", "H", "H", "H", "H", "H", "H", "P", "P", "C", "C", "C", "C", "C", "C", "C", "C", "C", "C", "C", "C", "C", "C", "C", "C", "C", "C", "C", "C", "C", "C", "C", "C", "C", "C", "H", "H", "H", "H", "H", "H", "H", "H", "H", "H", "H", "H", "H", "H", "H", "H", "H", "H", "H", "H", "H", "H", "C", "C", "C", "O", "H", "H", "H", "H", "H", "H", "H"],
  "xyz": [[1.45, 1.15, 0.89], [4.66, 0.97, 1.10], [3.88, 0.04, 0.41], [3.75, -1.42, 0.92], [2.54, -1.72, 1.81], [1.91, -0.52, 2.58], [2.74, 0.31, 3.39], [4.20, 0.17, 3.58], [5.12, 0.88, 2.50], [-0.45, 1.72, 0.30], [5.03, 1.79, 0.48], [4.11, 0.00, -0.67], [4.70, -1.72, 1.38], [3.66, -2.06, 0.03], [1.72, -2.20, 1.22], [2.82, -2.51, 2.53], [0.96, -0.88, 3.05], [2.23, 1.01, 4.08], [4.47, -0.89, 3.73], [4.45, 0.66, 4.55], [5.29, 1.93, 2.86], [6.13, 0.41, 2.55], [-0.87, 2.40, 1.03], [-1.09, 0.79, 0.35], [-0.64, 2.14, -0.69], [-1.43, -0.37, -2.51], [-2.15, -0.82, 0.43], [-1.26, -2.02, -1.80], [-1.37, -2.16, -0.45], [-2.33, -0.77, -4.10], [-2.30, -2.02, -4.74], [-2.80, -2.17, -6.05], [-3.35, -1.09, -6.74], [-3.45, 0.14, -6.08], [-2.96, 0.30, -4.77], [0.25, -0.06, -3.22], [1.36, 0.05, -2.35], [2.56, 0.58, -2.85], [2.73, 0.83, -4.23], [1.66, 0.59, -5.11], [0.42, 0.16, -4.60], [-3.95, -1.23, 0.27], [-4.53, -1.17, -1.01], [-5.71, -1.87, -1.28], [-6.45, -2.44, -0.23], [-5.95, -2.37, 1.07], [-4.69, -1.79, 1.33], [-1.92, -1.11, 2.17], [-2.34, -0.09, 3.05], [-2.19, -0.28, 4.41], [-1.59, -1.47, 4.88], [-1.19, -2.47, 4.00], [-1.39, -2.32, 2.63], [-1.03, -2.86, -2.48], [-0.93, -3.02, 0.10], [-1.86, -2.89, -4.24], [-2.77, -3.14, -6.55], [-3.73, -1.20, -7.78], [-3.92, 0.97, -6.60], [-3.03, 1.27, -4.29], [1.31, -0.34, -1.31], [3.37, 0.81, -2.14], [3.68, 1.23, -4.59], [1.78, 0.73, -6.19], [-0.40, -0.04, -5.30], [-4.03, -0.60, -1.80], [-6.08, -1.96, -2.30], [-7.42, -2.91, -0.43], [-6.54, -2.78, 1.90], [-4.30, -1.79, 2.34], [-2.81, 0.82, 2.66], [-2.55, 0.47, 5.11], [-1.47, -1.62, 5.95], [-0.74, -3.41, 4.37], [-1.16, -3.14, 1.95], [3.78, 4.53, 2.40], [2.39, 3.96, 2.54], [1.48, 5.10, 2.14], [2.13, 2.76, 1.70], [3.95, 4.82, 1.36], [4.60, 3.87, 2.69], [3.82, 5.44, 3.02], [2.22, 3.65, 3.58], [1.82, 5.48, 1.15], [0.42, 4.86, 2.05], [1.53, 5.90, 2.90]],
  "mulliken_charge": [1.23, -0.37, 0.06, -1.17, -0.65, 0.25, -0.15, -1.11, -0.69, -0.14, 0.46, 0.49, 0.42, 0.46, 0.16, 0.58, 0.08, 0.64, 0.44, 0.43, 0.13, 0.44, 0.57, -0.94, 0.48, 0.76, 0.30, -1.08, 0.13, 0.40, -0.33, -0.68, -0.48, -0.57, -0.22, -0.08, 1.17, -0.55, -0.92, -0.79, -0.66, 0.59, -0.33, -0.67, -0.53, -0.61, -0.58, 0.75, -0.32, -0.85, -0.56, -0.95, -0.36, 0.59, 0.50, 0.16, 0.41, 0.39, 0.40, 0.38, 0.22, 0.03, 0.40, 0.44, 0.22, 0.51, 0.43, 0.38, 0.38, 0.25, 0.48, 0.49, 0.43, 0.43, 0.35, -1.33, 0.67, -1.40, -0.73, 0.37, 0.22, 0.48, 0.20, 0.36, 0.35, 0.45],
  "total_charge": 2,
  "energy_ha": -2279.64707,
  "multiplicity": 1
}

# 2
{
  "formula": "C38H44KN9S3",
  "method": "ωB97M-V/def2-TZVPD",
  "elements": ["K", "C", "C", "C", "C", "C", "N", "C", "C", "C", "C", "C", "C", "C", "N", "C", "C", "C", "N", "C", "C", "N", "C", "C", "C", "N", "H", "H", "H", "H", "H", "H", "H", "H", "H", "H", "H", "H", "H", "H", "H", "H", "H", "H", "C", "C", "S", "C", "C", "S", "C", "C", "S", "H", "H", "H", "H", "H", "H", "H", "H", "H", "H", "H", "H", "N", "C", "C", "C", "C", "C", "C", "C", "C", "N", "C", "H", "H", "H", "H", "H", "H", "H", "H", "C", "N", "C", "C", "N", "H", "H", "H", "H", "H", "H"],
  "xyz": [[-0.35, 0.71, 0.22], [1.32, -4.29, 5.99], [1.32, -3.49, 4.71], [2.47, -3.39, 3.92], [2.49, -2.63, 2.77], [1.37, -1.89, 2.31], [1.40, -1.06, 1.24], [2.26, -1.36, 0.21], [2.33, -2.64, -0.39], [3.11, -2.89, -1.50], [3.90, -1.89, -2.09], [4.71, -2.16, -3.33], [3.87, -0.64, -1.50], [3.08, -0.39, -0.38], [3.13, 0.93, 0.18], [4.06, 1.42, 1.02], [3.74, 2.74, 1.25], [2.58, 2.96, 0.49], [2.22, 1.86, -0.15], [0.22, -2.03, 3.12], [0.21, -2.79, 4.28], [-1.03, -1.44, 2.73], [-2.13, -2.13, 2.35], [-3.16, -1.22, 2.22], [-2.57, 0.01, 2.54], [-1.28, -0.13, 2.85], [1.86, -5.23, 5.87], [0.30, -4.53, 6.29], [1.78, -3.74, 6.81], [3.36, -3.92, 4.21], [3.41, -2.57, 2.19], [1.74, -3.44, 0.04], [3.12, -3.88, -1.93], [5.31, -3.06, -3.22], [5.38, -1.33, -3.55], [4.06, -2.30, -4.20], [4.47, 0.17, -1.90], [4.85, 0.79, 1.39], [4.28, 3.44, 1.87], [2.00, 3.86, 0.37], [-0.72, -2.84, 4.85], [-2.09, -3.20, 2.22], [-4.17, -1.42, 1.93], [-3.01, 0.99, 2.55], [-1.12, 0.84, -5.11], [-0.29, -0.28, -4.49], [0.62, 0.09, -2.98], [1.65, 1.50, -3.42], [1.01, 2.90, -3.41], [-0.11, 3.21, -2.02], [-1.55, 3.95, -2.83], [-2.11, 3.29, -4.08], [-2.41, 1.50, -4.00], [-1.61, 0.45, -6.00], [-0.48, 1.66, -5.43], [0.41, -0.65, -5.25], [-0.94, -1.11, -4.22], [2.12, 1.32, -4.39], [2.44, 1.47, -2.67], [0.46, 3.08, -4.32], [1.82, 3.63, -3.38], [-1.35, 5.00, -3.06], [-2.31, 3.94, -2.04], [-1.48, 3.48, -4.95], [-3.07, 3.76, -4.30], [-3.20, 1.63, -0.80], [-4.02, 0.52, -0.64], [-5.32, 0.63, -0.19], [-6.15, -0.49, -0.10], [-5.71, -1.74, -0.46], [-4.37, -1.90, -0.88], [-3.81, -3.16, -1.18], [-2.48, -3.26, -1.47], [-1.70, -2.09, -1.46], [-2.19, -0.90, -1.23], [-3.51, -0.78, -0.95], [-3.11, 2.26, -0.01], [-2.34, 1.44, -1.29], [-5.70, 1.61, 0.06], [-7.17, -0.36, 0.25], [-6.36, -2.60, -0.40], [-4.45, -4.04, -1.16], [-2.02, -4.22, -1.68], [-0.63, -2.15, -1.63], [0.99, 4.59, 3.45], [0.30, 3.31, 3.32], [1.01, 2.12, 3.80], [-0.60, 3.19, 2.36], [-1.41, 3.10, 1.54], [1.18, 4.79, 4.50], [0.37, 5.38, 3.05], [1.94, 4.57, 2.91], [1.25, 2.27, 4.85], [1.94, 1.98, 3.24], [0.38, 1.25, 3.68]],
  "mulliken_charge": [1.01, -1.55, 0.54, -1.02, -0.42, -0.16, 0.66, -0.51, 0.20, -0.91, 0.75, -1.67, 0.30, -1.06, 0.76, -0.25, -1.38, -0.36, 0.04, -0.78, -0.19, 0.95, -0.39, -0.95, -0.65, -0.62, 0.38, 0.36, 0.27, 0.38, 0.42, 0.58, 0.40, 0.41, 0.37, 0.27, 0.19, 0.49, 0.43, 0.54, 0.36, 0.60, 0.65, 0.49, -0.76, -0.99, 0.46, -0.93, -1.10, 0.14, -0.83, -0.98, 0.06, 0.54, 0.32, 0.53, 0.29, 0.69, 0.03, 0.35, 0.56, 0.58, 0.35, 0.47, 0.48, -0.12, -0.19, -0.53, -0.72, -0.88, 0.84, -1.01, -1.16, -0.02, 0.67, 0.60, 0.21, -0.46, 0.49, 0.38, 0.40, 0.39, 0.50, 0.35, -0.94, -0.06, -0.31, 0.48, -0.50, 0.31, 0.39, 0.21, 0.35, 0.13, 0.03],
  "total_charge": 0,
  "energy_ha": -3761.77668,
  "multiplicity": 1
}

Question: Number 1 is which compound?
Answer: C38H44HfOP2

Question: Which value of multiplicity does entry 2 give?
Answer: 1